Record 1
DFT (ωB97M-V with the def2-TZVPD basis set) results for the ion C25H45BNO5 with charge -1 at a distorted geometry.

```
77
Properties=species:S:1:pos:R:3:forces:R:3
C -1.505 0.016 2.758 0.094 0.523 0.038
C 4.994 0.851 1.608 -0.674 -0.838 -0.132
C -0.529 -1.184 0.690 0.581 1.054 -0.220
H -0.738 -0.799 -0.317 0.022 -0.173 -0.033
N 4.598 -0.462 2.136 0.421 0.411 -0.099
H -2.420 1.838 2.155 -0.166 0.063 0.140
C -4.992 0.047 -1.643 -0.090 0.842 -0.255
H 2.322 2.373 -1.844 -0.004 -0.034 0.075
H 5.354 -0.905 2.638 -0.128 -0.022 0.092
C 3.372 -0.424 2.893 -0.194 -0.459 0.801
C 3.738 0.932 -2.454 0.108 -0.213 -0.920
H -3.753 -1.482 -2.442 0.222 0.005 0.040
C -3.684 1.707 -3.845 0.492 -0.335 -0.821
O -2.145 2.731 -2.235 0.499 -0.166 0.055
H -1.091 0.487 3.657 0.015 -0.170 0.061
C -3.407 0.282 1.082 -0.391 0.654 0.846
C -3.680 -0.398 -2.303 -0.153 -0.529 -0.403
H 3.035 2.364 0.495 0.040 -0.043 0.141
H 1.252 -2.991 3.874 -0.110 0.014 -0.055
H 4.427 1.620 2.148 0.337 0.226 0.022
C 3.140 1.731 -1.527 -1.409 1.050 -0.600
H -5.745 1.945 -0.836 -0.095 -0.188 -0.134
H 0.522 -2.779 -0.212 -0.200 -0.014 0.128
H -5.537 0.070 0.909 -0.251 0.317 0.508
C 5.188 0.132 -0.777 1.133 -1.233 -0.231
O 2.383 -3.417 1.180 0.340 -0.250 0.862
H -4.519 2.074 -3.249 0.050 -0.096 0.111
C -2.760 0.816 2.369 0.433 0.003 -0.300
H -1.384 -1.817 0.935 0.134 -0.139 0.196
H -0.691 0.943 1.044 0.288 0.036 -0.049
C 1.251 -2.898 1.761 -0.588 0.632 -0.984
H -2.796 -0.239 -1.686 -0.210 0.116 0.263
H 3.035 -1.753 4.538 -0.020 -0.051 -0.035
H 2.469 -3.212 -0.989 0.031 0.295 -0.386
H 3.470 0.252 3.770 -0.067 0.119 -0.161
H 6.133 -1.509 -0.877 -0.021 -0.061 0.175
H -0.660 2.462 -0.842 -0.136 -0.034 0.038
C 1.515 -2.230 3.133 0.588 -0.325 0.282
H -2.351 0.045 -3.911 -0.055 -0.078 -0.158
H -2.702 3.569 -3.992 0.161 0.009 0.059
H 0.555 0.194 2.014 0.006 -0.142 -0.055
H -5.687 0.331 -2.443 0.027 -0.215 -0.075
H 3.974 -2.264 -0.027 0.138 0.094 0.150
C 4.790 0.131 -2.085 -0.234 -0.182 -0.811
H -1.785 -1.010 3.012 0.124 -0.032 0.030
C -4.892 1.269 -0.706 -0.070 0.221 0.739
C 2.959 -1.812 3.445 0.064 0.455 0.138
O 6.236 -0.682 -0.393 -0.018 0.229 0.067
H -2.760 0.590 0.264 0.185 -0.390 -0.057
C 0.734 -2.012 0.567 0.100 -0.631 0.702
C -2.449 2.570 -3.608 -0.892 0.831 -0.102
H -3.955 1.889 -4.893 -0.072 0.071 0.059
H 3.682 -2.571 3.145 -0.171 -0.051 -0.335
C 3.537 1.731 -0.224 0.123 0.131 0.312
H -5.490 -0.773 -1.121 0.198 -0.067 0.087
H 6.066 1.015 1.727 -0.026 -0.004 0.000
C -4.807 0.876 0.789 0.495 -0.732 -1.109
O 1.898 -1.355 0.184 -0.241 0.411 -0.563
H 5.260 -0.510 -2.821 0.130 -0.063 0.110
H -3.443 -0.806 1.156 -0.013 -0.034 -0.302
H -4.008 1.870 -0.933 -0.028 -0.056 -0.189
H 0.877 -1.368 3.341 -0.225 -0.149 -0.186
H -1.600 2.229 -4.208 0.072 -0.227 0.257
H 2.554 -0.032 2.289 0.256 -0.012 -0.341
H -0.894 1.105 -1.981 0.256 0.036 0.085
O 0.249 -3.877 2.067 -0.082 -0.263 0.162
B 2.795 -2.531 -0.002 -0.214 -0.630 0.029
H -3.460 0.893 3.207 -0.101 -0.229 -0.090
H -5.040 1.729 1.426 0.003 -0.067 0.096
C -0.875 2.195 -1.874 -0.261 -0.052 -0.220
H -3.944 -0.399 -4.448 -0.252 0.258 -0.010
H -0.204 -4.117 1.251 0.270 -0.021 -0.106
C 4.575 0.911 0.155 0.141 0.919 1.723
C -3.415 0.201 -3.705 0.160 -0.035 0.782
C -0.448 0.047 1.625 -0.887 -0.164 0.077
H 3.390 0.939 -3.480 0.011 -0.036 -0.018
H -0.086 2.617 -2.506 0.002 -0.094 0.009
```
Positions in Å, forces in eV/Å.

Computed properties:
Frontier orbital gap, eV: 6.833
DFT total energy, eV: -39060.188
M, g mol⁻¹: 450.4
2S+1: 1
E_HOMO, hartree: -0.1535
Net charge: -1

Atomic partial charges in e from the Mulliken method, atoms 1 to 6:
1. C -1.309
2. C -1.539
3. C 0.396
4. H -0.449
5. N -0.146
6. H 0.342



Record 2
DFT (ωB97M-V with the def2-TZVPD basis set) results for a structure of composition C25H45CeNP2S at a distorted geometry.

```
75
Properties=species:S:1:pos:R:3:forces:R:3
H -0.582 0.116 -5.733 -0.210 -0.299 0.389
H -2.549 1.884 -2.887 -0.347 -0.084 0.251
C -2.702 0.803 -1.032 0.761 1.269 0.370
P 0.992 -3.027 -0.368 -0.215 0.131 -0.590
C -3.243 1.204 -2.360 -0.013 -0.141 -0.399
H 0.651 -5.190 -1.304 -0.333 -0.199 -0.020
H -4.179 -1.876 -1.299 0.209 -0.088 -0.071
H -0.993 1.014 3.015 -0.108 0.003 -0.005
S 1.305 -0.643 3.599 -0.010 0.098 0.047
H 1.841 -2.403 -4.335 -0.378 0.442 0.171
C -2.425 -1.478 1.948 0.019 -0.068 0.311
H 1.557 4.538 -0.645 0.197 -0.014 0.018
C 2.429 3.895 -0.477 0.024 0.103 0.049
H 2.287 0.868 -1.766 -0.584 -0.682 0.015
C 2.242 -0.368 -3.649 0.240 0.076 0.372
H -0.559 -4.053 -1.970 0.080 -0.250 0.187
H -0.757 -4.663 -0.315 0.083 -0.112 -0.172
H 3.200 4.451 0.069 -0.110 0.019 -0.246
C 1.442 -3.685 1.249 -0.088 0.397 0.445
P 1.915 2.416 0.466 -0.090 0.065 -0.217
H 2.817 3.578 -1.452 0.020 0.155 0.117
C -1.001 0.412 -4.755 -0.381 0.078 0.123
C -3.095 -1.785 -1.136 -0.277 -0.397 -0.188
C -2.082 3.193 -0.184 -0.110 0.431 0.079
H -3.015 3.722 0.065 0.202 -0.081 -0.093
H -0.195 -2.646 -3.188 -0.227 0.674 0.353
H 1.878 -4.684 1.140 -0.061 0.146 -0.036
H -3.415 0.334 -3.014 -0.108 0.353 0.306
H -2.767 -2.682 -0.593 -0.156 0.294 0.089
H -3.486 -1.717 2.144 0.444 -0.037 0.024
H 0.593 3.674 2.069 0.251 -0.026 0.060
H 0.557 -3.736 1.893 0.177 -0.016 -0.089
H 2.875 -4.205 -1.164 0.250 0.147 -0.215
H 3.981 1.282 -0.157 0.065 0.082 0.121
C -2.100 0.983 1.181 0.082 1.024 -0.186
H -2.637 -1.853 -2.139 -0.225 -0.030 0.235
H 1.510 2.388 2.884 0.040 0.140 -0.178
C -2.254 1.715 -0.023 0.372 -0.492 -0.354
H 3.308 -2.479 -0.953 -0.147 -0.143 0.044
H 2.375 -2.985 -2.376 0.040 -0.161 0.157
C 0.460 1.295 -2.775 2.798 1.263 -1.789
H 3.149 -0.863 -3.272 -0.277 0.360 -0.033
H -1.295 3.628 0.456 -0.277 -0.401 -0.191
C -0.112 1.531 -4.187 0.207 0.035 0.322
C 1.317 -1.430 -4.286 -0.022 0.100 0.079
H 1.161 -1.141 -5.342 -0.397 -0.205 0.508
H 4.240 2.383 1.231 -0.051 -0.184 -0.096
H 0.371 2.186 -2.111 -0.172 -0.895 0.212
H 2.347 3.881 2.349 -0.161 -0.115 0.082
H -0.671 2.482 -4.202 0.329 -0.368 0.115
C 0.998 -0.458 2.051 -0.327 -0.048 -1.891
H -2.699 1.466 3.184 0.124 -0.070 -0.159
Ce -0.191 -0.525 -1.406 -2.910 0.393 9.324
H -1.829 3.460 -1.214 -0.063 -0.040 0.052
H 2.160 -3.009 1.728 -0.091 -0.188 -0.037
H -1.921 -2.399 1.614 -0.201 0.253 0.085
C -0.021 -4.362 -1.067 0.038 -0.230 -0.014
N 0.772 -0.336 0.872 -0.138 -0.490 0.925
C 1.560 3.158 2.104 -0.153 -0.024 -0.006
H 2.553 0.343 -4.429 0.132 -0.189 0.111
H -4.214 1.733 -2.254 0.502 -0.195 0.000
H 0.757 1.648 -4.849 -0.180 0.174 0.129
C 2.540 -3.174 -1.310 0.163 -0.090 -0.002
H -2.007 0.805 -4.978 0.421 -0.250 0.198
C 1.610 0.487 -2.557 0.433 2.696 -1.812
H 3.436 0.798 1.460 0.085 0.161 -0.062
C -1.120 -0.791 -3.826 1.615 -2.060 -3.469
H -2.136 -1.204 -3.813 0.391 0.187 0.926
C -2.756 -0.516 -0.438 1.141 -0.813 2.118
C -2.366 -0.391 0.927 -0.780 -1.555 -2.113
H -1.559 2.598 2.417 -0.039 -0.125 0.281
C 3.558 1.650 0.784 -0.219 -0.072 0.037
C -1.821 1.543 2.528 0.184 0.340 -0.484
C -0.029 -1.615 -3.550 -1.334 -0.018 -4.234
H -1.962 -1.170 2.899 -0.145 -0.140 -0.382
```
Positions in Å, forces in eV/Å.

Computed properties:
Frontier orbital gap (alpha / beta), eV: 3.963 / 3.975
DFT total energy, eV: -70467.351
M, g mol⁻¹: 593.8
2S+1: 1
E_HOMO (alpha / beta), hartree: -0.4783 / -0.4783
Net charge: +2
Energy above the lowest of the compared OMol25 structures with the same formula, charge and spin, kJ/mol: 514.21

Atomic partial charges in e from the Mulliken method, atoms 1 to 6:
1. H 0.564
2. H 0.208
3. C 1.329
4. P 1.335
5. C -1.297
6. H 0.539



Record 3
DFT (ωB97M-V with the def2-TZVPD basis set) results for a structure of composition C25H45ClFPSc at a distorted geometry.

```
74
Properties=species:S:1:pos:R:3:forces:R:3
H 0.763 -4.362 3.525 0.016 0.033 -0.052
C -0.673 -1.476 -0.970 0.831 0.198 0.041
C -2.155 4.690 1.046 -0.827 0.660 -0.468
C -2.315 4.304 -1.414 0.305 -1.040 -0.332
C 1.437 -3.500 3.610 -0.090 -0.113 -0.006
C 0.213 -2.367 -1.840 -0.382 -0.381 -0.153
H 0.723 -3.111 -1.213 -0.136 0.132 -0.208
H 2.165 -2.704 0.277 -0.179 -0.112 0.244
C 1.493 -2.804 1.139 0.245 -0.140 0.162
H 1.264 -1.460 4.307 -0.115 -0.053 -0.070
H 4.851 -0.364 -1.598 0.004 0.116 0.006
C -0.646 -3.085 -2.886 0.092 0.003 -0.061
H 0.686 -3.493 0.855 0.169 0.037 0.035
H -0.127 -2.468 4.705 0.140 -0.026 0.032
P 0.153 -0.331 0.270 -0.964 -0.002 -0.690
H 0.857 0.136 -2.673 0.038 0.186 0.061
H -2.757 3.002 2.343 0.311 -0.226 -2.291
H -1.437 -4.748 -1.757 0.006 0.082 -0.001
C -2.664 3.218 1.127 0.667 3.529 6.673
Sc -0.675 2.817 1.975 2.893 -1.674 1.121
H -2.460 5.262 1.939 -0.384 -0.290 -0.521
C 0.898 -1.467 1.555 -0.199 0.511 -0.273
H -2.442 1.257 0.363 -0.739 0.941 -0.037
C -2.643 -3.023 -1.285 0.096 0.104 0.083
H -1.033 4.908 1.009 -1.205 -1.070 0.062
H -1.239 4.306 -1.557 0.305 0.268 0.168
H 2.487 2.665 -2.168 -0.016 -0.117 -0.054
H 1.813 1.329 -0.015 0.060 -0.265 -0.243
C 3.601 0.924 -2.810 -0.100 -0.076 0.023
H 2.105 -3.709 4.453 -0.060 -0.097 -0.051
H -0.009 -3.764 -3.463 -0.155 -0.017 -0.092
H -3.355 -3.661 -0.752 -0.047 0.002 -0.144
H -0.600 -0.765 2.949 0.049 -0.187 -0.094
H 4.358 1.130 -0.799 -0.029 -0.029 -0.081
H 2.640 -1.327 -1.329 0.105 0.180 0.149
H -0.891 -2.413 2.355 0.155 0.013 0.077
C -2.713 2.835 -1.218 0.491 -0.160 -0.360
C -1.759 -2.301 -0.262 0.036 -0.025 -0.310
Cl 0.964 4.040 0.616 0.711 0.117 -0.406
H -1.553 4.181 3.986 1.298 -0.779 0.071
H 0.295 1.637 -1.925 0.173 -0.123 0.041
C -1.822 -3.858 -2.273 0.090 -0.013 0.038
H -1.036 -2.333 -3.585 0.010 -0.056 0.019
H -2.474 -4.218 -3.076 0.045 -0.064 0.063
H -1.741 2.523 4.202 0.587 -0.564 0.412
C 0.607 -2.251 3.921 0.106 0.011 -0.092
H 1.712 -0.834 1.947 -0.251 -0.144 0.113
C 4.010 0.326 -1.460 -0.001 0.122 0.151
C -2.579 2.360 0.198 -0.622 -3.326 -3.437
C 1.605 0.449 -0.656 -0.291 -0.249 0.535
H 2.652 -4.380 2.044 0.070 0.038 0.130
H 3.476 0.116 -3.543 -0.037 -0.001 0.064
H -3.225 -2.272 -1.836 0.028 -0.051 0.015
H 3.143 -2.751 2.516 -0.081 -0.045 -0.049
H 1.983 2.024 -3.737 0.068 0.047 0.076
C 1.167 0.976 -2.035 0.082 -0.092 0.091
H -1.165 -0.741 -1.636 -0.032 -0.263 0.092
C 2.270 -3.391 2.324 0.022 0.012 -0.007
H -3.789 5.214 -0.154 -0.485 0.113 -0.244
C -0.892 3.195 3.905 -2.582 2.047 0.275
H 3.202 -0.736 0.239 -0.102 0.103 -0.203
H -2.134 2.175 -1.854 0.291 0.011 -0.338
H -1.283 -3.048 0.390 -0.129 0.178 -0.169
H 4.410 1.561 -3.185 -0.062 -0.075 -0.019
H -2.391 6.213 -0.482 0.067 0.265 -0.019
C -2.714 5.198 -0.274 -0.038 0.655 0.413
C 2.304 1.738 -2.728 -0.042 0.074 0.208
C -0.116 -1.710 2.690 0.180 0.264 0.129
H -2.377 -1.659 0.383 0.181 -0.098 -0.103
F 0.200 1.056 2.275 -0.011 0.938 0.214
H -2.744 4.635 -2.344 -0.231 0.324 -0.420
C 2.866 -0.414 -0.757 0.134 0.012 -0.345
H -3.742 2.684 -1.546 -0.252 -0.081 0.230
H 0.995 -1.785 -2.345 -0.280 -0.207 0.126
```
Positions in Å, forces in eV/Å.

Computed properties:
Frontier orbital gap (alpha / beta), eV: 5.052 / 5.051
DFT total energy, eV: -71885.372
M, g mol⁻¹: 476.0
2S+1: 1
E_HOMO (alpha / beta), hartree: -0.0893 / -0.0893
Net charge: -1
Energy above the lowest of the compared OMol25 structures with the same formula, charge and spin, kJ/mol: 157.98

Atomic partial charges in e from the Mulliken method, atoms 1 to 6:
1. H 0.285
2. C 0.550
3. C -0.057
4. C -0.568
5. C -0.709
6. C -0.248



Record 4
DFT (ωB97M-V with the def2-TZVPD basis set) results for a structure of composition C25H45ClP2Pb at a distorted geometry.

```
74
Properties=species:S:1:pos:R:3:forces:R:3
C 1.294 3.309 2.725 -0.009 -0.316 0.509
H 1.868 -0.333 -1.207 -0.028 -0.223 0.077
Cl -3.599 -1.159 2.682 -1.340 -0.535 -0.445
H 0.032 -2.701 -6.103 0.257 0.455 0.350
C -2.360 -0.033 -0.931 -0.011 0.052 0.111
H -0.988 2.666 5.140 0.256 0.122 -0.021
C -3.342 2.320 0.448 0.000 -0.009 -0.051
P -1.795 1.499 -0.055 -0.661 -0.735 0.145
H 1.866 -0.092 5.482 -0.093 0.234 0.081
H -2.823 -2.251 -3.366 0.110 0.052 -0.216
C 1.637 -1.347 -0.856 0.482 0.246 0.242
H -1.155 -3.152 1.149 0.284 0.046 -0.237
H 0.284 0.669 5.755 0.217 0.169 -0.054
C -2.224 -0.701 3.646 0.735 0.102 -0.519
C 1.346 0.870 5.555 0.105 -0.318 0.113
H 1.574 -2.026 -1.715 -0.049 0.218 0.240
H -1.771 -0.181 -3.955 0.261 -0.093 0.160
H -1.922 2.596 -2.218 0.258 -0.003 0.325
H 1.115 4.501 0.955 -0.001 0.019 0.318
C 0.961 -3.526 -3.326 -0.585 -0.831 -0.085
H -1.809 -1.575 4.162 -0.198 0.271 -0.039
H 3.798 0.103 2.205 -0.070 0.085 0.284
H 4.203 0.353 3.911 -0.173 -0.060 -0.122
C 1.576 -3.048 -4.609 0.518 0.176 -0.168
H -0.674 -4.249 -2.197 0.259 0.259 -0.101
H -2.172 -4.442 -3.928 0.251 0.282 -0.163
C 2.461 1.398 3.267 0.075 -0.171 -0.318
C -0.286 3.430 4.776 -0.362 0.212 0.040
C -1.414 -3.675 -4.170 -0.602 -0.296 -0.351
H -1.029 3.589 -1.006 -0.042 -0.393 -0.251
H -2.531 0.089 4.353 0.383 -0.285 -0.339
H -0.297 4.559 2.026 0.288 0.010 0.119
H 1.882 -3.900 -5.242 -0.085 0.129 0.362
H -1.040 -3.943 -5.171 -0.077 0.047 0.579
C -0.005 -1.040 -4.699 -0.785 0.351 -0.291
H 2.854 -0.706 3.466 0.101 0.336 0.037
H 0.108 3.956 5.661 -0.072 -0.163 -0.205
C 0.717 -2.112 -5.469 0.218 -0.074 -0.465
C -1.272 -1.106 -4.253 0.722 0.318 -0.798
H -3.993 2.413 -0.431 0.020 0.075 0.259
H -3.099 3.318 0.836 -0.151 -0.234 -0.110
C -0.345 -3.771 -3.125 0.816 -0.422 -0.065
H -0.857 4.153 4.185 0.133 -0.078 0.185
H -2.809 -2.330 -5.116 0.165 0.082 0.259
C 1.536 1.671 4.325 -0.322 0.006 0.173
C -1.182 2.570 -1.402 0.487 0.110 0.160
H 3.553 1.599 0.747 -0.036 0.282 0.066
C -1.277 -1.098 -1.201 0.127 -0.058 -0.417
H -0.741 -0.878 -2.137 -0.292 -0.127 0.201
H -2.786 0.313 -1.884 -0.028 -0.292 0.135
Pb -0.589 0.047 2.104 1.435 1.876 1.834
H 1.692 -3.837 -2.573 -0.309 0.106 -0.002
C 3.366 0.234 3.205 0.330 -0.366 -0.113
C -2.145 -2.320 -4.234 -0.363 -0.256 -0.041
H 2.428 -1.686 -0.168 -0.220 0.145 -0.288
H -3.847 1.740 1.232 0.110 0.131 -0.231
C 2.313 2.413 2.280 -0.016 0.298 0.402
H 2.474 2.899 0.208 0.151 0.011 0.173
C -0.179 -3.063 0.648 0.342 -0.145 -0.319
H -0.220 2.188 -1.781 -0.362 0.190 0.029
H 0.621 -3.283 1.370 -0.261 -0.087 -0.225
C 3.099 2.553 1.041 0.152 -0.179 -0.476
H 0.537 -0.088 -4.662 -0.344 -0.139 0.119
H 2.520 -2.531 -4.365 -0.228 -0.127 -0.025
H 1.187 5.422 2.468 -0.118 -0.213 -0.079
C 0.802 4.498 2.007 -0.190 0.322 -0.438
H -0.116 -3.748 -0.209 -0.037 -0.060 0.450
C 0.805 2.834 3.978 0.197 0.313 -0.299
P 0.063 -1.371 0.016 -1.483 -0.919 0.062
H 1.744 1.397 6.439 -0.117 -0.070 -0.242
H 3.915 3.286 1.164 -0.219 -0.167 -0.013
H 1.396 -1.599 -6.174 -0.282 -0.252 0.234
H -3.180 -0.471 -0.339 0.251 0.231 -0.089
H -1.755 -2.080 -1.335 0.124 0.323 -0.122
```
Positions in Å, forces in eV/Å.

Computed properties:
Frontier orbital gap (alpha / beta), eV: 4.446 / 4.394
DFT total energy, eV: -62984.729
M, g mol⁻¹: 650.2
2S+1: 1
E_HOMO (alpha / beta), hartree: -0.4659 / -0.4644
Net charge: +2
Energy above the lowest of the compared OMol25 structures with the same formula, charge and spin, kJ/mol: 39.62

Atomic partial charges in e from the Mulliken method, atoms 1 to 6:
1. C 0.865
2. H 0.316
3. Cl -0.152
4. H 0.331
5. C -1.130
6. H 0.310